# 1
A 3-piece molecular cluster, C19H31F3N4O8S3 overall at a distorted geometry, computed with ωB97M-V/def2-TZVPD.

Values from the calculation:
Kohn-Sham gap: 7.8 eV
DFT total energy: -83198.5684 eV

Geometry as ORCA input:
```
! RIJCOSX wB97M-V def2-TZVPD def2/J DEFGRID3
* xyz 0 1
C -4.018 -2.455 0.330
C -2.739 -1.777 -0.340
N -2.952 -0.315 -0.684
C -1.607 0.254 -0.778
C -0.643 -0.379 -1.583
C 0.820 0.267 -1.605
O 1.502 0.333 -2.635
C 1.309 0.826 -0.178
S 3.056 0.585 0.341
O 3.923 1.794 0.064
O 3.100 0.178 1.796
C 3.898 -0.835 -0.581
F 4.733 -1.468 0.367
F 4.745 -0.403 -1.595
F 3.010 -1.816 -1.021
C 0.340 1.493 0.618
C 0.674 2.138 2.021
C 0.015 1.396 3.279
N -0.385 2.492 4.242
N 0.959 0.462 3.966
N -1.210 0.614 2.983
C -1.143 1.579 -0.002
O -1.859 2.576 0.152
H -3.937 -3.598 0.289
H -4.096 -2.106 1.406
H -4.935 -2.196 -0.302
H -1.837 -1.920 0.361
H -2.494 -2.397 -1.268
H -3.427 0.132 0.117
H -0.807 -1.304 -2.209
H 0.238 3.201 2.014
H 1.790 2.280 2.217
H -1.405 2.527 4.350
H -0.002 2.276 5.173
H 1.759 1.063 4.231
H 0.465 0.204 4.834
H -1.045 -0.159 2.329
H -2.004 1.203 2.713
C -1.639 -6.619 -3.610
C -0.619 -7.346 -2.731
C -0.577 -6.623 -1.383
S -2.194 -5.888 -1.159
O -2.051 -4.448 -1.172
O -2.892 -6.582 -0.102
C -2.864 -6.404 -2.731
H -1.884 -7.192 -4.506
H -1.231 -5.653 -3.928
H -0.938 -8.382 -2.584
H 0.369 -7.371 -3.195
H -0.378 -7.312 -0.562
H 0.162 -5.821 -1.382
H -3.541 -5.641 -3.115
H -3.403 -7.339 -2.572
C 1.359 6.971 -0.797
C 1.903 5.609 -1.234
C 2.991 5.207 -0.236
S 2.568 6.001 1.311
O 3.586 6.977 1.622
O 2.147 4.997 2.262
C 1.127 6.861 0.704
H 0.440 7.230 -1.327
H 2.100 7.749 -1.006
H 1.094 4.870 -1.215
H 2.294 5.638 -2.253
H 3.026 4.127 -0.090
H 3.972 5.572 -0.545
H 1.036 7.828 1.197
H 0.253 6.244 0.923
*
```

Mulliken population analysis, charges in e, atoms 1 to 8: atom 1 (C): -1.137, atom 2 (C): 0.047, atom 3 (N): -0.357, atom 4 (C): 0.417, atom 5 (C): -0.646, atom 6 (C): 0.064, atom 7 (O): -0.569, atom 8 (C): 0.643


# 2
C19H31N10O2V as an isolated structure, computed with ωB97M-V/def2-TZVPD.

Values from the calculation:
⟨S²⟩: 3.76
Kohn-Sham gap (alpha / beta): 8.2 / 9.3 eV
DFT total energy: -64868.2156 eV

Geometry as ORCA input:
```
! RIJCOSX wB97M-V def2-TZVPD def2/J DEFGRID3
* xyz 3 4
V -0.412 0.065 -0.340
N 1.217 -5.056 -0.251
C 0.539 -3.768 -0.729
C -0.572 -3.351 0.233
C -0.121 -2.546 1.476
N -0.743 -1.194 1.476
C 1.397 -2.407 1.552
C 2.039 -1.894 0.266
N 1.720 -0.451 0.113
C 1.570 -2.673 -0.984
H 0.538 -5.817 -0.165
H 1.676 -4.954 0.656
H 1.929 -5.361 -0.920
H 0.098 -4.073 -1.677
H -1.161 -4.223 0.526
H -1.264 -2.744 -0.361
H -0.451 -3.076 2.371
H -0.289 -0.638 2.216
H -1.722 -1.278 1.737
H 1.840 -3.368 1.829
H 1.658 -1.743 2.378
H 3.120 -2.003 0.365
H 2.328 -0.042 -0.592
H 1.933 0.011 1.002
H 2.422 -3.082 -1.532
H 1.101 -1.979 -1.690
N -4.666 1.033 -0.660
C -3.785 0.058 -0.865
N -2.570 0.502 -0.570
C -2.805 1.796 -0.181
N -4.061 2.151 -0.224
C -1.705 2.676 0.225
C -1.892 4.009 0.569
N -0.868 4.785 0.895
C 0.338 4.234 0.885
C 0.536 2.895 0.572
N -0.489 2.110 0.241
H -5.669 1.017 -0.789
H -4.056 -0.921 -1.224
H -2.884 4.444 0.574
H 1.182 4.867 1.132
H 1.523 2.453 0.591
O 0.259 0.313 -2.271
N 0.045 1.108 -3.326
C -1.077 1.839 -3.436
C -1.271 2.654 -4.530
C -0.303 2.711 -5.522
C 0.841 1.942 -5.387
C 0.997 1.144 -4.274
H -1.781 1.722 -2.630
H -2.181 3.234 -4.595
H -0.440 3.344 -6.388
H 1.621 1.952 -6.134
H 1.853 0.517 -4.081
C 1.122 -0.133 5.242
C 1.370 0.830 4.115
N 1.903 2.005 4.446
O 1.102 0.549 2.932
H 2.070 -0.451 5.676
H 0.588 -1.004 4.872
H 0.538 0.335 6.034
H 2.123 2.237 5.401
H 2.103 2.684 3.732
*
```

Mulliken population analysis, charges in e, atoms 1 to 8: atom 1 (V): 0.791, atom 2 (N): -0.163, atom 3 (C): -0.166, atom 4 (C): -1.315, atom 5 (C): 0.433, atom 6 (N): -0.323, atom 7 (C): -1.548, atom 8 (C): 0.307


# 3
An isolated molecule of C19H31N3O3S, computed with ωB97M-V/def2-TZVPD.

Values from the calculation:
Kohn-Sham gap: 7.7 eV
DFT total energy: -41654.8271 eV

Geometry as ORCA input:
```
! RIJCOSX wB97M-V def2-TZVPD def2/J DEFGRID3
* xyz 0 1
C -1.333 -4.233 -1.241
H -1.020 -5.249 -1.011
C -2.701 -3.950 -0.635
C -3.136 -2.520 -0.893
H -4.133 -2.321 -0.506
H -3.071 -2.247 -1.942
S -2.025 -1.380 -0.002
O -0.906 -1.050 -0.847
O -1.760 -1.906 1.301
N -2.862 0.024 0.191
C -3.034 0.936 -0.913
H -4.051 0.839 -1.326
C -2.831 2.380 -0.447
C -1.400 2.761 -0.036
O -1.124 3.924 0.196
N -0.518 1.757 0.066
H -0.774 0.808 -0.161
C 0.870 1.944 0.411
H 1.095 1.384 1.325
H 1.022 3.009 0.599
C 1.784 1.430 -0.724
N 3.106 1.094 -0.266
C 3.392 -0.150 0.255
C 4.710 -0.523 0.553
C 5.001 -1.771 1.068
C 4.000 -2.697 1.297
C 2.694 -2.348 0.997
C 2.388 -1.100 0.491
H 1.353 -0.886 0.284
H 1.891 -3.050 1.169
H 4.232 -3.672 1.698
H 6.030 -2.022 1.286
H 5.526 0.157 0.373
C 4.054 2.184 -0.212
C 4.887 2.296 -1.492
H 5.582 3.128 -1.416
H 4.240 2.460 -2.350
H 5.450 1.382 -1.662
H 4.711 2.059 0.652
H 3.498 3.115 -0.064
H 1.867 2.193 -1.502
H 1.319 0.549 -1.174
H -3.093 3.056 -1.269
C -3.769 2.665 0.736
C -3.557 1.641 1.848
C -3.753 0.226 1.304
H -4.799 0.087 0.989
H -3.498 -0.524 2.052
H -4.259 1.818 2.664
H -2.542 1.731 2.237
H -4.806 2.624 0.392
H -3.570 3.671 1.108
H -2.318 0.660 -1.689
H -3.445 -4.637 -1.048
H -2.657 -4.098 0.445
H -0.597 -3.542 -0.838
H -1.359 -4.116 -2.322
*
```

Mulliken population analysis, charges in e, atoms 1 to 8: atom 1 (C): -0.888, atom 2 (H): 0.363, atom 3 (C): -0.455, atom 4 (C): -0.828, atom 5 (H): 0.399, atom 6 (H): 0.377, atom 7 (S): 1.411, atom 8 (O): -0.656


# 4
An isolated molecule of C19H31N3O4, computed with ωB97M-V/def2-TZVPD.

Values from the calculation:
Kohn-Sham gap: 9.8 eV
DFT total energy: -32868.2491 eV

Geometry as ORCA input:
```
! RIJCOSX wB97M-V def2-TZVPD def2/J DEFGRID3
* xyz 0 1
C -3.551 -8.070 1.336
C -2.288 -8.106 0.923
C -1.909 -8.235 -0.524
C -1.133 -7.986 1.879
C -0.444 -6.623 1.814
O 0.767 -6.501 1.875
N -1.289 -5.572 1.707
C -0.807 -4.195 1.707
C -0.261 -3.784 0.329
C -1.349 -3.275 -0.618
C -2.520 -4.256 -0.802
C -3.521 -3.874 0.313
C -2.821 -2.746 1.081
C -1.877 -3.208 2.205
C -2.636 -3.705 3.428
N -2.031 -2.127 0.003
C -1.538 -0.867 0.226
O -1.789 -0.272 1.258
C -0.756 -0.152 -0.914
C 0.615 -0.765 -1.227
C -1.622 -0.148 -2.174
N -0.581 1.243 -0.526
C 0.152 1.586 0.583
O 1.034 0.938 1.091
O -0.215 2.814 1.003
C 0.510 3.287 2.139
H -3.797 -7.999 2.389
H -4.376 -8.132 0.636
H -1.396 -9.185 -0.694
H -2.780 -8.190 -1.177
H -1.210 -7.447 -0.815
H -1.467 -8.137 2.908
H -0.363 -8.726 1.664
H -2.272 -5.772 1.651
H 0.028 -4.180 2.410
H 0.474 -2.988 0.469
H 0.268 -4.633 -0.109
H -0.918 -3.006 -1.578
H -2.971 -4.110 -1.783
H -2.185 -5.290 -0.742
H -4.444 -3.494 -0.123
H -3.804 -4.711 0.952
H -3.518 -2.013 1.484
H -1.334 -2.307 2.499
H -3.317 -4.528 3.196
H -1.946 -4.057 4.197
H -3.233 -2.897 3.853
H 0.520 -1.696 -1.780
H 1.157 -0.057 -1.854
H 1.201 -0.928 -0.328
H -1.813 -1.164 -2.516
H -2.588 0.326 -1.985
H -1.110 0.400 -2.966
H -1.412 1.809 -0.617
H 0.103 4.270 2.358
H 0.368 2.619 2.986
H 1.573 3.357 1.915
*
```

Mulliken population analysis, charges in e, atoms 1 to 8: atom 1 (C): -1.097, atom 2 (C): 1.062, atom 3 (C): -1.371, atom 4 (C): -0.998, atom 5 (C): 0.590, atom 6 (O): -0.669, atom 7 (N): 0.457, atom 8 (C): -1.017


Question: Which value of DFT total energy does entry 3 give?
Answer: -41654.8271 eV